(P)
Density functional theory data (ωB97M-V/def2-TZVPD) for a structure of composition C2H2NO3S.

```
! RIJCOSX wB97M-V def2-TZVPD def2/J DEFGRID3
* xyz -1 1
C 0.54 -1.09 0.86
C 0.36 0.34 -0.50
N -0.98 0.67 -0.47
O 0.40 -2.21 0.45
O -1.77 0.13 -1.27
O -1.40 1.56 0.26
S 1.04 -0.30 2.21
H 0.58 -0.16 -1.37
H 1.23 1.07 -0.18
*
```

Its gap between HOMO and LUMO is 7.673 eV. The value obtained for the HOMO energy is -0.148 Ha.

***

(Q)
Density functional theory data (ωB97M-V/def2-TZVPD) for a cluster of 2 separate species, C2H2NO3S in total.

```
! RIJCOSX wB97M-V def2-TZVPD def2/J DEFGRID3
* xyz -1 1
C 1.18 -0.47 0.96
C -1.72 -0.70 -0.23
N -0.03 0.28 0.47
O -1.99 -0.13 -1.23
O -1.95 -1.38 0.70
O 1.86 0.86 -1.21
S 2.47 -0.09 -0.16
H -0.21 0.90 1.18
H 0.38 0.73 -0.46
*
```

Its gap between HOMO and LUMO is 7.577 eV. The value obtained for the HOMO energy is -0.138 Ha.

***

Order of stability, best first: (Q), (P)

***

(P)
Density functional theory data (ωB97M-V/def2-TZVPD) for an isolated molecule of C4H4IN.

```
! RIJCOSX wB97M-V def2-TZVPD def2/J DEFGRID3
* xyz 0 1
C -1.20 0.02 -0.73
C -0.13 -0.67 -1.18
C 0.85 0.20 0.82
C -0.38 0.74 1.07
N 1.02 -0.48 -0.40
I -1.43 2.14 2.11
H -2.19 0.27 -0.76
H 0.06 -1.33 -2.12
H 1.71 0.31 1.40
H 1.70 -1.20 -0.20
*
```

Its gap between HOMO and LUMO is 8.796 eV. The value obtained for the HOMO energy is -0.304 Ha.

***

(Q)
Density functional theory data (ωB97M-V/def2-TZVPD) for an isolated molecule of C4H4IN.

```
! RIJCOSX wB97M-V def2-TZVPD def2/J DEFGRID3
* xyz 0 1
C -0.52 -0.39 -0.09
C -0.08 0.89 -0.73
C -0.50 2.15 -0.59
I -1.91 2.79 0.91
C 0.05 3.19 -1.43
N 0.37 4.12 -2.01
H 0.04 -1.39 -0.42
H -0.45 -0.22 1.02
H -1.56 -0.67 -0.17
H 0.78 0.81 -1.46
*
```

Its gap between HOMO and LUMO is 9.497 eV. The value obtained for the HOMO energy is -0.355 Ha. As for the SMILES: C/C=C(\I)C#N.

***

Order of stability, best first: (Q), (P)

***

(P)
Density functional theory data (ωB97M-V/def2-TZVPD) for an isolated molecule of C2H3F2IO.

```
! RIJCOSX wB97M-V def2-TZVPD def2/J DEFGRID3
* xyz 0 1
O -0.07 -1.03 0.18
C -0.04 0.27 0.56
C -1.67 1.11 0.16
F -1.94 2.12 1.02
F -1.57 1.75 -1.01
I -3.22 -0.36 0.03
H -0.54 -1.19 -0.64
H -0.11 0.30 1.57
H 0.85 0.87 0.15
*
```

Its gap between HOMO and LUMO is 10.347 eV. The value obtained for the HOMO energy is -0.372 Ha. As for the SMILES: OCC(F)(F)I.

***

(Q)
Density functional theory data (ωB97M-V/def2-TZVPD) for a cluster of 2 separate species, C2H3F2IO in total.

```
! RIJCOSX wB97M-V def2-TZVPD def2/J DEFGRID3
* xyz 0 1
C 0.57 0.66 0.58
C -0.22 -0.35 -0.18
O -0.39 -0.30 -1.42
F -0.20 -1.63 0.29
F -2.02 -0.05 0.33
I 2.62 0.37 -0.24
H 0.41 1.74 0.63
H 0.47 0.39 1.69
H -1.23 -0.84 -1.69
*
```

Its gap between HOMO and LUMO is 9.517 eV. The value obtained for the HOMO energy is -0.378 Ha.

***

Order of stability, best first: (P), (Q)

***

(P)
Density functional theory data (ωB97M-V/def2-TZVPD) for a structure of composition C2H9N2OP3.

```
! RIJCOSX wB97M-V def2-TZVPD def2/J DEFGRID3
* xyz 0 1
C -1.44 -0.23 -0.73
C -2.00 -0.72 1.59
N 2.30 1.86 0.01
N -1.52 0.15 0.53
O -1.95 -1.15 -1.30
P 1.43 -0.88 0.34
P -0.03 1.22 -1.86
P 1.92 0.54 -1.21
H -2.41 -0.09 2.26
H -2.52 -1.50 1.02
H -1.13 -1.24 2.07
H 3.32 1.77 0.22
H 2.24 2.74 -0.47
H -0.99 0.95 0.98
H 0.50 -1.71 -0.43
H 2.21 -1.96 -0.09
H 0.07 0.26 -2.94
*
```

Its gap between HOMO and LUMO is 8.550 eV. The value obtained for the HOMO energy is -0.301 Ha.

***

(Q)
Density functional theory data (ωB97M-V/def2-TZVPD) for a cluster of 2 separate species, C2H9N2OP3 in total.

```
! RIJCOSX wB97M-V def2-TZVPD def2/J DEFGRID3
* xyz 0 1
C -1.14 0.37 -0.86
C -0.49 -1.84 -0.43
N -0.53 -0.45 -0.09
N 1.90 1.21 0.96
O -1.22 1.65 -0.47
P -1.63 0.29 -2.70
P 1.54 -0.36 3.51
P 0.75 0.83 2.05
H -0.22 -1.85 -1.47
H -1.20 -2.69 -0.23
H 0.41 -2.17 0.18
H 2.81 0.71 0.80
H 1.94 2.13 0.50
H -0.67 1.81 0.35
H -2.50 1.39 -2.52
H -2.72 -0.69 -2.62
H 2.96 -0.35 3.02
*
```

Its gap between HOMO and LUMO is 8.336 eV. The value obtained for the HOMO energy is -0.297 Ha.

***

Order of stability, best first: (P), (Q)

***

(P)
Density functional theory data (ωB97M-V/def2-TZVPD) for a structure of composition C3H7O2S.

```
! RIJCOSX wB97M-V def2-TZVPD def2/J DEFGRID3
* xyz -1 1
C -1.99 1.04 1.55
S -1.30 1.27 -0.12
H -1.29 0.49 2.17
H -2.14 2.02 2.00
H -2.95 0.52 1.56
O 1.72 -2.47 -0.41
C 1.25 -1.33 -0.40
O 0.49 -0.85 0.52
C 1.58 -0.37 -1.53
H -0.33 0.03 0.08
H 0.67 -0.10 -2.06
H 2.30 -0.80 -2.23
H 2.00 0.55 -1.13
*
```

Its gap between HOMO and LUMO is 7.819 eV. The value obtained for the HOMO energy is -0.144 Ha.

***

(Q)
Density functional theory data (ωB97M-V/def2-TZVPD) for a cluster of 2 separate species, C3H7O2S in total.

```
! RIJCOSX wB97M-V def2-TZVPD def2/J DEFGRID3
* xyz -1 1
C -0.06 0.84 0.84
C -1.55 0.94 1.25
C 1.79 -0.79 -1.02
O 0.04 -1.84 0.60
O -0.91 -0.76 -1.34
S 0.01 -0.63 -0.22
H 0.10 1.96 -0.29
H -1.66 -0.07 1.69
H -2.28 1.01 0.37
H -1.59 1.93 1.85
H 2.57 -1.26 -0.48
H 1.42 -1.47 -1.79
H 2.12 0.14 -1.45
*
```

Its gap between HOMO and LUMO is 7.061 eV. The value obtained for the HOMO energy is -0.115 Ha.

***

Order of stability, best first: (P), (Q)

***

(P)
Density functional theory data (ωB97M-V/def2-TZVPD) for a cluster of 3 separate species, C3H14N2O2 in total.

```
! RIJCOSX wB97M-V def2-TZVPD def2/J DEFGRID3
* xyz 0 1
C -1.36 -0.57 2.33
C -0.30 0.25 1.57
N -0.75 0.57 0.23
C 0.30 1.15 -0.59
N -0.29 1.79 -1.76
H -2.07 0.11 2.79
H -0.88 -1.15 3.10
H -1.92 -1.23 1.67
H -0.12 1.16 2.16
H 0.65 -0.28 1.51
H -1.53 1.21 0.23
H 1.00 0.36 -0.89
H 0.92 1.86 0.00
H 0.46 2.25 -2.27
H -0.83 2.58 -1.39
O 1.68 -0.04 -4.20
H 1.99 -0.74 -3.62
H 1.01 -0.43 -4.77
O 1.05 -3.02 1.22
H 0.50 -3.50 1.84
H 0.49 -2.34 0.82
*
```

Its gap between HOMO and LUMO is 9.612 eV. The value obtained for the HOMO energy is -0.323 Ha. As for the SMILES: CCNCN.O.O.

***

(Q)
Density functional theory data (ωB97M-V/def2-TZVPD) for a cluster of 3 separate species, C3H14N2O2 in total.

```
! RIJCOSX wB97M-V def2-TZVPD def2/J DEFGRID3
* xyz 0 1
C -0.23 1.04 -1.96
N 0.82 1.10 -0.96
C 0.57 1.73 0.31
C -0.56 1.17 1.26
N -1.39 0.07 0.80
H -1.11 0.46 -1.71
H -0.61 2.04 -2.15
H 0.20 0.50 -2.81
H 1.21 0.18 -0.81
H 0.36 2.80 0.21
H 1.48 1.64 0.91
H -1.22 1.98 1.53
H -0.08 0.80 2.17
H -0.86 -0.70 0.42
H -2.11 0.38 0.18
O 0.84 -2.96 1.64
H 0.31 -2.34 2.17
H 1.72 -2.58 1.58
O 0.26 -2.05 -0.85
H 0.49 -2.81 -0.27
H -0.09 -2.45 -1.66
*
```

Its gap between HOMO and LUMO is 8.402 eV. The value obtained for the HOMO energy is -0.290 Ha. As for the SMILES: CNCCN.O.O.

***

Order of stability, best first: (P), (Q)

***

(P)
Density functional theory data (ωB97M-V/def2-TZVPD) for a cluster of 3 separate species, C3H14N2O2 in total.

```
! RIJCOSX wB97M-V def2-TZVPD def2/J DEFGRID3
* xyz 0 1
N 2.41 0.65 -2.49
C 2.61 1.03 -1.03
C 1.37 1.01 -0.24
C 0.57 -0.27 -0.56
N -0.03 -0.40 0.79
H 1.93 -0.27 -2.67
H 3.22 0.32 -2.90
H 3.29 0.34 -0.60
H 2.99 2.07 -0.99
H 0.73 1.90 -0.35
H 1.68 1.03 0.77
H -0.19 -0.36 -1.32
H 1.28 -1.09 -0.66
H -0.17 -1.35 1.06
H -0.98 -0.17 0.78
O -4.33 -0.32 0.29
H -4.35 -0.40 1.32
H -4.93 -1.16 0.13
O -2.72 -0.93 2.74
H -2.47 -1.03 3.65
H -1.92 -0.59 2.28
*
```

Its gap between HOMO and LUMO is 9.994 eV. The value obtained for the HOMO energy is -0.341 Ha. As for the SMILES: NCCCN.O.O.

***

(Q)
Density functional theory data (ωB97M-V/def2-TZVPD) for a cluster of 3 separate species, C3H14N2O2 in total.

```
! RIJCOSX wB97M-V def2-TZVPD def2/J DEFGRID3
* xyz 0 1
N 2.61 -2.15 1.86
C 1.99 -1.96 0.38
C 1.51 -0.41 0.28
C 1.02 -0.05 -1.09
N 0.24 1.18 -1.12
H 2.31 -3.09 2.27
H 2.16 -1.43 2.48
H 1.11 -2.57 0.31
H 2.83 -2.33 -0.42
H 0.76 -0.14 1.21
H 2.36 0.28 0.57
H 0.29 -0.81 -1.60
H 1.92 0.02 -1.81
H -0.62 1.05 -0.50
H 0.84 2.01 -0.68
O -1.41 4.42 -1.78
H -2.27 4.03 -1.43
H -0.83 3.63 -1.74
O -5.45 -0.39 0.60
H -4.97 -0.54 1.36
H -6.37 -0.76 0.85
*
```

Its gap between HOMO and LUMO is 9.979 eV. The value obtained for the HOMO energy is -0.348 Ha. As for the SMILES: NCCCN.O.O.

***

Order of stability, best first: (P), (Q)

***

(P)
Density functional theory data (ωB97M-V/def2-TZVPD) for an isolated molecule of C4H5P.

```
! RIJCOSX wB97M-V def2-TZVPD def2/J DEFGRID3
* xyz 0 1
C -0.72 0.14 0.65
C -1.95 -0.07 0.36
C 0.38 -0.35 -1.68
C 0.51 -0.05 -0.21
P -0.91 -0.76 -2.64
H -0.40 0.50 1.63
H -2.99 -0.10 0.56
H 1.35 -0.29 -2.15
H 1.15 0.84 -0.11
H 1.07 -0.89 0.23
*
```

Its gap between HOMO and LUMO (alpha / beta) is 8.158 / 7.938 eV. The value obtained for the HOMO energy (alpha / beta) is -0.293 / -0.307 Ha.

***

(Q)
Density functional theory data (ωB97M-V/def2-TZVPD) for a cluster of 2 separate species, C4H5P in total.

```
! RIJCOSX wB97M-V def2-TZVPD def2/J DEFGRID3
* xyz 0 1
C 0.13 1.35 -0.60
C 0.96 0.53 -0.12
C 1.87 -0.30 0.24
H -0.92 1.22 -0.37
H 0.32 2.24 -1.16
H 2.06 -1.12 -0.43
H 2.40 -0.10 1.14
C -2.27 -1.15 0.24
P -1.57 -1.43 1.58
H -2.98 -1.23 -0.51
*
```

Its gap between HOMO and LUMO is 10.126 eV. The value obtained for the HOMO energy is -0.354 Ha. As for the SMILES: C=C=C.C#P.

***

Order of stability, best first: (Q), (P)

***

(P)
Density functional theory data (ωB97M-V/def2-TZVPD) for a structure of composition C34H60AsN3NiO6S2Si6Te.

```
! RIJCOSX wB97M-V def2-TZVPD def2/J DEFGRID3
* xyz -2 3
Ni -1.43 0.34 0.79
O -3.01 3.78 3.53
As -2.51 2.13 3.09
O -2.19 1.43 4.57
O -1.28 2.04 1.95
C -4.18 1.40 2.40
C -4.90 0.65 3.32
C -6.12 0.08 2.97
C -6.62 0.28 1.69
C -5.92 1.05 0.77
C -4.70 1.61 1.12
S -3.84 2.60 -0.12
O -3.40 3.76 0.61
O -4.81 2.83 -1.17
O -2.75 1.70 -0.54
H -2.75 3.80 4.46
H -4.48 0.51 4.31
H -6.67 -0.52 3.69
H -7.57 -0.17 1.41
H -6.31 1.23 -0.22
N 0.82 0.05 5.28
C 2.08 0.62 5.50
C 2.73 0.46 6.72
C 3.98 1.01 6.93
C 4.61 1.71 5.92
C 3.97 1.87 4.69
C 2.70 1.36 4.48
S 1.82 1.68 2.98
N 0.73 0.40 2.96
C 0.30 -0.13 4.02
C -0.91 -1.05 3.90
C -1.32 -1.85 4.94
C -2.52 -2.54 4.85
C -3.27 -2.40 3.71
C -2.75 -1.61 2.69
N -1.58 -0.98 2.75
H 0.36 -0.35 6.08
H 2.23 -0.10 7.50
H 4.47 0.89 7.89
H 5.60 2.14 6.07
H 4.45 2.42 3.89
H -0.73 -1.95 5.84
H -2.86 -3.17 5.67
H -4.23 -2.88 3.57
H -3.29 -1.48 1.76
C -1.19 -4.07 -1.68
Si -1.81 -2.95 -0.29
C -0.49 -3.36 1.00
C -3.39 -3.89 0.22
C -2.23 -1.17 -0.59
Si -2.45 -0.47 -2.29
C -1.99 -1.70 -3.67
C -4.30 -0.26 -2.67
C -1.51 1.02 -2.93
H -0.97 -5.04 -1.22
H -0.27 -3.71 -2.16
H -1.93 -4.23 -2.46
H -0.37 -4.45 1.02
H -0.71 -3.03 2.02
H 0.45 -2.90 0.71
H -3.15 -4.78 0.83
H -3.89 -4.24 -0.69
H -4.12 -3.30 0.78
H -3.26 -1.07 -0.19
H -2.65 -2.57 -3.69
H -0.96 -2.06 -3.61
H -2.11 -1.18 -4.63
H -4.88 -1.01 -2.12
H -4.46 -0.42 -3.74
H -4.67 0.73 -2.40
H -0.69 0.70 -3.56
H -1.12 1.67 -2.15
H -2.21 1.62 -3.53
C 4.54 1.30 0.29
Si 4.23 0.14 -1.15
C 4.20 -1.61 -0.47
C 5.84 0.25 -2.13
Si 2.20 0.59 -2.24
Te 0.78 0.13 -0.26
Si 2.33 2.82 -2.88
C 2.65 3.92 -1.40
C 3.72 3.13 -4.13
C 0.79 3.48 -3.71
Si 2.36 -0.69 -4.22
C 2.09 -2.51 -3.77
C 4.03 -0.63 -5.09
C 1.17 -0.24 -5.60
H 5.28 0.86 0.97
H 3.62 1.48 0.86
H 4.91 2.27 -0.05
H 5.06 -1.77 0.18
H 4.21 -2.35 -1.27
H 3.28 -1.77 0.11
H 6.67 0.12 -1.42
H 5.96 1.23 -2.61
H 5.94 -0.50 -2.91
H 3.70 3.87 -1.08
H 2.03 3.60 -0.56
H 2.40 4.96 -1.64
H 4.69 2.82 -3.75
H 3.76 4.20 -4.35
H 3.54 2.59 -5.06
H -0.05 3.52 -3.01
H 0.47 2.86 -4.55
H 0.99 4.49 -4.08
H 2.96 -3.11 -4.04
H 1.21 -2.92 -4.26
H 1.93 -2.62 -2.69
H 4.78 -1.22 -4.56
H 4.44 0.37 -5.22
H 3.88 -1.08 -6.08
H 0.16 -0.05 -5.25
H 1.13 -1.07 -6.31
H 1.52 0.65 -6.13
*
```

Its gap between HOMO and LUMO (alpha / beta) is 5.295 / 5.599 eV. The value obtained for the HOMO energy (alpha / beta) is -0.053 / -0.064 Ha.

***

(Q)
Density functional theory data (ωB97M-V/def2-TZVPD) for a structure of composition C34H60AsN3NiO6S2Si6Te.

```
! RIJCOSX wB97M-V def2-TZVPD def2/J DEFGRID3
* xyz -2 3
Ni -0.59 1.41 0.15
O -0.89 1.52 -2.21
As -2.16 2.63 -2.94
O -3.38 3.16 -1.77
O -1.11 3.47 -0.40
C -3.32 1.18 -3.50
C -3.73 1.29 -4.84
C -4.63 0.39 -5.39
C -5.15 -0.62 -4.60
C -4.75 -0.72 -3.27
C -3.83 0.16 -2.71
S -3.40 -0.28 -1.01
O -2.59 -1.48 -1.21
O -4.69 -0.51 -0.40
O -2.67 0.81 -0.36
H -0.03 1.89 -2.47
H -3.33 2.09 -5.45
H -4.93 0.49 -6.43
H -5.86 -1.32 -5.00
H -5.15 -1.51 -2.64
N 2.27 4.56 -1.00
C 3.53 4.45 -0.40
C 4.38 5.54 -0.27
C 5.62 5.37 0.32
C 6.01 4.13 0.80
C 5.14 3.05 0.70
C 3.92 3.19 0.06
S 2.87 1.81 -0.22
N 1.33 2.57 -0.16
C 1.21 3.78 -0.57
C -0.16 4.36 -0.68
C -0.39 5.59 -1.19
C -1.64 6.12 -1.69
C -2.85 5.53 -1.64
C -3.18 4.28 -0.86
N -2.38 4.02 0.25
H 2.02 5.49 -1.31
H 4.06 6.51 -0.63
H 6.29 6.22 0.41
H 6.97 4.00 1.28
H 5.42 2.08 1.09
H 0.45 6.27 -1.32
H -1.56 7.09 -2.18
H -3.68 6.07 -2.08
H -4.18 4.45 -0.42
C -1.98 -1.21 2.17
Si -1.04 0.10 3.15
C -2.08 0.18 4.76
C 0.66 -0.56 3.71
C -0.87 1.71 2.25
Si 0.03 3.02 3.19
C -0.14 2.91 5.09
C -0.52 4.80 2.83
C 1.93 3.06 3.04
H -1.39 -2.12 2.03
H -2.23 -0.86 1.17
H -2.91 -1.48 2.67
H -2.39 -0.84 5.00
H -2.98 0.78 4.61
H -1.55 0.58 5.62
H 1.05 -1.32 3.03
H 0.61 -0.98 4.72
H 1.39 0.25 3.72
H -1.89 2.10 2.08
H -1.18 2.98 5.41
H 0.41 3.74 5.54
H 0.27 1.98 5.49
H -0.43 5.40 3.74
H -1.55 4.83 2.47
H 0.09 5.27 2.05
H 2.33 3.57 3.93
H 2.28 3.61 2.17
H 2.38 2.06 2.99
C 3.46 -5.51 -0.82
Si 2.94 -3.68 -0.66
C 3.83 -3.06 0.89
C 3.68 -2.81 -2.16
Si 0.63 -3.21 -0.49
Te 0.85 -0.78 -0.21
Si -0.23 -4.64 1.16
C -2.12 -4.73 1.09
C 0.29 -4.29 2.95
C 0.41 -6.39 0.83
Si -0.31 -3.88 -2.56
C -0.02 -2.49 -3.79
C -2.12 -4.39 -2.57
C 0.61 -5.41 -3.24
H 4.34 -5.57 -1.45
H 2.69 -6.16 -1.25
H 3.72 -5.93 0.16
H 4.91 -3.20 0.78
H 3.50 -3.60 1.78
H 3.62 -2.00 1.05
H 4.77 -2.77 -2.07
H 3.30 -1.79 -2.25
H 3.43 -3.35 -3.08
H -2.56 -3.86 0.60
H -2.53 -4.77 2.10
H -2.44 -5.62 0.55
H -0.18 -3.40 3.35
H 1.37 -4.17 3.05
H -0.02 -5.15 3.56
H 0.22 -6.73 -0.19
H -0.09 -7.08 1.52
H 1.49 -6.47 1.01
H -0.53 -1.59 -3.44
H -0.40 -2.76 -4.78
H 1.04 -2.25 -3.88
H -2.74 -3.65 -2.07
H -2.25 -5.36 -2.10
H -2.45 -4.47 -3.61
H 1.69 -5.29 -3.26
H 0.28 -5.57 -4.27
H 0.37 -6.31 -2.68
*
```

Its gap between HOMO and LUMO (alpha / beta) is 5.453 / 5.571 eV. The value obtained for the HOMO energy (alpha / beta) is -0.062 / -0.066 Ha.

***

Order of stability, best first: (P), (Q)